Version 1
A molecular structure, C2H2N4O2, computed with the ωB97M-V functional and the def2-TZVPD basis.

The geometry in ORCA input format:
```
! wB97M-V def2-TZVPD RIJCOSX def2/J DEFGRID3
* xyz 0 1
C 0.225 0.917 0.174
C -2.307 0.298 -0.121
N -0.140 2.136 0.260
N -2.378 1.567 -0.181
N -0.511 -0.097 -0.136
N -3.390 -0.471 -0.063
O -3.473 -1.632 0.252
O -1.435 2.402 -0.006
H 1.382 0.726 0.460
H -0.218 -0.995 0.053
*
```

## Properties
- Highest occupied orbital energy: -0.337 Ha
- Kohn-Sham gap: 7.43 eV

Löwdin atomic charge list, values in e, 6 entries:
1. C -0.311
2. C -0.153
3. N 0.032
4. N 0.115
5. N 0.126
6. N -0.027


Version 2
C2H2N4O2 in the gas phase, computed with the ωB97M-V functional and the def2-TZVPD basis.

The geometry in ORCA input format:
```
! wB97M-V def2-TZVPD RIJCOSX def2/J DEFGRID3
* xyz 0 1
O -1.982 -1.233 -0.033
C -1.863 -0.032 0.002
N -0.660 0.641 0.031
C 0.548 0.080 -0.041
N 1.641 0.820 -0.028
N 2.616 -0.092 -0.005
N 2.237 -1.277 0.019
O 0.830 -1.191 0.002
H -2.770 0.623 0.090
H -0.596 1.661 -0.037
*
```

## Properties
- SMILES: O=CNc1nnno1
- Highest occupied orbital energy: -0.392 Ha
- Kohn-Sham gap: 11.00 eV

Löwdin atomic charge list, values in e, 6 entries:
1. O 0.078
2. C -0.290
3. N 0.145
4. C -0.443
5. N 0.091
6. N -0.037


Of them, the most stable is version 2 and the least stable is version 1.


Version 1
A gas-phase ion, C6H12N3O (charge +1), computed with the ωB97M-V functional and the def2-TZVPD basis.

The geometry in ORCA input format:
```
! wB97M-V def2-TZVPD RIJCOSX def2/J DEFGRID3
* xyz 1 1
C -0.987 0.300 1.422
C -0.346 0.017 0.328
C 1.449 -1.284 -0.965
C -0.357 -0.159 -2.137
C -1.026 -2.019 -0.567
C -0.055 -0.782 -0.833
N 0.952 1.764 0.782
N 0.526 2.157 1.758
N 0.616 3.049 2.712
O -0.861 1.350 2.154
H -1.767 -0.308 1.752
H 2.179 -0.713 -0.207
H 1.522 -2.353 -0.873
H 1.828 -1.080 -1.987
H -0.125 -0.784 -2.907
H -1.292 0.363 -2.272
H 0.443 0.538 -2.303
H -0.486 -2.766 0.056
H -1.910 -1.655 -0.223
H -1.151 -2.559 -1.531
H 0.965 3.913 2.472
H -0.119 3.009 3.368
*
```

## Properties
- Highest occupied orbital energy: -0.516 Ha
- Kohn-Sham gap: 8.89 eV

Löwdin atomic charge list, values in e, 6 entries:
1. C -0.162
2. C 0.155
3. C -0.007
4. C -0.054
5. C 0.026
6. C -0.547


Version 2
A gas-phase ion, C6H12N3O (charge +1), computed with the ωB97M-V functional and the def2-TZVPD basis.

The geometry in ORCA input format:
```
! wB97M-V def2-TZVPD RIJCOSX def2/J DEFGRID3
* xyz 1 1
H -2.325 -1.447 0.644
N -1.575 -0.989 0.137
C -1.630 -1.110 -1.117
N -0.742 -0.480 -1.955
O -0.896 -0.747 -3.304
C 0.084 0.568 -1.676
C 0.657 0.893 -0.498
C 0.889 0.055 0.644
C 1.393 -1.322 0.444
N 0.802 0.520 1.855
C 0.233 1.778 2.259
H -2.362 -1.697 -1.684
H -1.684 -0.307 -3.666
H 0.211 1.225 -2.530
H 1.075 1.889 -0.428
H 2.175 -1.335 -0.314
H 0.586 -1.956 0.082
H 1.773 -1.749 1.368
H 1.088 -0.087 2.619
H 0.996 2.420 2.703
H -0.216 2.284 1.407
H -0.534 1.593 3.011
*
```

## Properties
- SMILES: [H]/N=C/N(O)/C=C\C(C)=[NH+]/C
- Highest occupied orbital energy (alpha / beta): -0.474 / -0.474 Ha
- Kohn-Sham gap (alpha / beta): 8.88 / 8.87 eV

Löwdin atomic charge list, values in e, 6 entries:
1. H 0.082
2. N 0.134
3. C -0.198
4. N -0.134
5. O 0.043
6. C -0.018


Version 3
A gas-phase ion, C6H12N3O (charge +1), computed with the ωB97M-V functional and the def2-TZVPD basis.

The geometry in ORCA input format:
```
! wB97M-V def2-TZVPD RIJCOSX def2/J DEFGRID3
* xyz 1 1
C -1.636 -1.929 -0.641
N -0.673 -1.268 -0.477
N -0.270 -0.131 -0.017
C -1.127 0.896 0.032
C -0.653 2.277 -0.307
N -2.424 0.681 0.131
O -3.037 -0.451 0.337
C 1.156 -0.089 0.237
C 1.841 -0.794 -0.928
C 1.540 -0.865 1.537
H -2.176 -2.825 -0.634
H -1.485 2.891 -0.073
H -0.269 2.399 -1.271
H 0.041 2.851 0.468
H -2.968 1.446 -0.077
H 1.509 0.959 0.206
H 1.240 -1.670 -1.274
H 1.774 -0.249 -1.739
H 2.794 -1.104 -0.645
H 1.303 -1.914 1.266
H 0.962 -0.410 2.277
H 2.560 -0.700 1.592
*
```

## Properties
- SMILES: C#[N+]N(/C(C)=[NH+]\[O-])C(C)C
- Highest occupied orbital energy (alpha / beta): -0.482 / -0.482 Ha
- Kohn-Sham gap (alpha / beta): 8.66 / 8.66 eV

Löwdin atomic charge list, values in e, 6 entries:
1. C 0.322
2. N 0.103
3. N -0.031
4. C -0.208
5. C 0.030
6. N 0.001


Of them, the most stable is version 2 and the least stable is version 1.


Version 1
10 unconnected molecules or ions with the total composition C4H30NO10, computed with the ωB97M-V functional and the def2-TZVPD basis.

The geometry in ORCA input format:
```
! wB97M-V def2-TZVPD RIJCOSX def2/J DEFGRID3
* xyz 1 1
O 3.017 1.729 2.053
C 2.877 2.523 0.933
C 1.510 2.068 0.201
N 1.034 0.592 0.680
C 1.392 -0.744 -0.001
C 2.860 -0.886 0.186
H 2.857 2.221 2.860
H 2.868 3.608 1.265
H 3.641 2.322 0.190
H 0.650 2.750 0.335
H 1.737 1.947 -0.884
H -0.024 0.696 0.717
H 1.389 0.518 1.664
H 0.862 -1.528 0.543
H 1.139 -0.854 -1.080
H 3.104 -1.730 0.831
H 3.351 -0.921 -0.820
H 3.514 -0.282 0.927
H -0.950 2.327 -1.467
H -0.256 3.487 -2.305
O -0.173 2.562 -2.019
H -4.350 -1.471 -0.504
H -3.764 -0.142 -0.778
O -3.438 -1.105 -0.502
H -3.252 1.841 -1.537
H -4.402 2.369 -0.674
O -3.738 1.642 -0.806
H -1.718 1.162 -4.443
H -2.816 1.596 -3.349
O -2.320 1.775 -4.123
H -1.893 -1.652 -0.022
H -1.065 -2.983 0.564
O -1.088 -1.984 0.511
H -1.841 1.448 2.159
H -2.363 0.732 0.838
O -1.635 1.097 1.292
H -0.657 -1.085 2.834
H -0.854 -2.442 3.568
O -0.321 -1.544 3.581
H 0.397 -2.959 -2.287
H 1.745 -3.370 -2.909
O 1.274 -3.150 -2.042
H 0.565 -4.439 1.947
H 0.847 -3.721 0.667
O 0.290 -4.021 1.208
*
```

## Properties
- Highest occupied orbital energy: -0.491 Ha
- Kohn-Sham gap: 10.48 eV

Löwdin atomic charge list, values in e, 6 entries:
1. O -0.084
2. C -0.217
3. C -0.037
4. N 0.053
5. C -0.194
6. C -0.096


Version 2
11 unconnected molecules or ions with the total composition C4H30NO10, computed with the ωB97M-V functional and the def2-TZVPD basis.

The geometry in ORCA input format:
```
! wB97M-V def2-TZVPD RIJCOSX def2/J DEFGRID3
* xyz 1 1
C 0.681 -0.086 -0.491
N 1.561 -1.128 -1.139
C 1.565 -2.287 -0.227
C 0.138 -2.330 0.403
C -0.377 -0.890 0.196
H 1.264 0.487 0.240
H 0.359 0.649 -1.237
H 2.439 -0.788 -1.565
H 1.038 -1.358 -2.061
H 2.165 -2.120 0.666
H 1.789 -3.308 -0.607
H -0.462 -3.117 -0.174
H 0.189 -2.642 1.476
H -0.809 -0.490 1.121
H -1.287 -1.006 -0.450
H -2.963 0.904 0.884
H -4.292 1.709 0.972
O -3.897 0.846 1.102
H -0.251 -2.841 -3.403
H -1.272 -1.797 -2.813
O -0.365 -2.165 -2.735
H -1.153 2.320 4.280
H -0.557 1.041 3.850
O -0.590 1.964 3.577
H 4.248 1.007 -2.435
H 3.389 1.460 -1.191
O 3.505 0.765 -1.876
H -4.270 -0.344 -0.300
H -5.076 -1.656 -0.061
O -4.472 -1.221 -0.665
H -0.365 2.498 0.223
H -1.194 2.916 -1.011
O -1.088 2.194 -0.382
H 3.058 1.533 1.028
H 2.263 2.703 0.626
O 3.102 2.248 0.380
H 0.407 2.137 1.915
H 0.894 3.530 2.284
O 0.652 2.986 1.521
H -3.516 -1.553 -2.222
H -3.403 -0.589 -3.362
O -2.920 -1.330 -2.958
H 3.899 -0.204 1.593
H 2.903 -0.414 2.975
O 3.066 -0.236 2.052
*
```

## Properties
- Highest occupied orbital energy: -0.513 Ha
- Kohn-Sham gap: 11.31 eV

Löwdin atomic charge list, values in e, 6 entries:
1. C -0.144
2. N 0.039
3. C -0.136
4. C -0.150
5. C -0.177
6. H 0.089


Of them, the most stable is version 2 and the least stable is version 1.


Version 1
HI2OP in the gas phase, computed with the ωB97M-V functional and the def2-TZVPD basis.

The geometry in ORCA input format:
```
! wB97M-V def2-TZVPD RIJCOSX def2/J DEFGRID3
* xyz 0 1
O 0.316 0.599 0.038
P -0.848 1.968 -0.021
I -1.614 1.729 -2.239
I 0.587 3.952 -0.053
H 0.153 0.064 0.737
*
```

## Properties
- SMILES: OP(I)I
- Highest occupied orbital energy: -0.339 Ha
- Kohn-Sham gap: 8.71 eV

Here is what Löwdin gives for the atomic charges, in e:
1. O -0.478
2. P -0.088
3. I 0.352
4. I 0.273
5. H -0.059


Version 2
A molecular structure, HI2OP, computed with the ωB97M-V functional and the def2-TZVPD basis.

The geometry in ORCA input format:
```
! wB97M-V def2-TZVPD RIJCOSX def2/J DEFGRID3
* xyz 0 1
O 0.182 0.030 1.038
P -2.811 0.136 1.182
I -3.481 -1.604 -0.230
I -3.116 2.098 -0.119
H 0.801 -0.364 1.744
*
```

## Properties
- Highest occupied orbital energy (alpha / beta): -0.313 / -0.313 Ha
- Kohn-Sham gap (alpha / beta): 5.66 / 5.66 eV

Here is what Löwdin gives for the atomic charges, in e:
1. O -0.434
2. P -0.178
3. I 0.336
4. I 0.325
5. H -0.049


Of them, the most stable is version 1 and the least stable is version 2.